No. 1
58
Properties=species:S:1:pos:R:3 method="wB97M-V/def2-TZVPD" total_charge=0 de_lowest_kcal_mol=571.7
C 0.19471 -3.23423 0.58538
C 1.65021 -2.63642 0.48066
N 2.69716 -3.14291 0.95992
O 3.67623 -2.44857 0.78868
C 3.26272 -1.46419 0.03910
C 1.81823 -1.45426 0.00493
S 0.78088 -0.26175 -0.62561
O -0.30867 -0.75207 -1.48862
O 1.63403 0.69818 -1.74938
N 0.47064 0.72581 0.54387
C -0.95748 0.70106 1.06651
H -1.14862 -0.48131 0.91403
C -1.94873 1.04480 0.10670
H -1.88765 0.96608 -0.77560
C -3.35081 0.91597 0.69109
O -3.93153 1.67439 1.73088
N -3.88856 -0.40307 0.54144
C -3.50958 -1.27838 -0.38989
H -2.34583 -0.93366 -0.85797
C -4.44172 -1.19597 -1.56222
C -5.88767 -1.53837 -1.31896
C -6.38030 -0.42494 -0.01164
C -5.26446 -0.40836 1.04107
H -5.57022 0.29465 1.89335
H -5.25532 -1.33269 1.23274
H -7.17265 -0.73334 0.20498
H -6.28258 0.29431 -0.60762
H -6.48482 -1.33015 -2.11229
H -5.97030 -2.57765 -0.69658
H -4.03766 -2.03734 -2.31758
H -4.36341 -0.15966 -2.22448
H -3.53242 -2.23155 -0.10666
C -1.64379 2.76775 0.26692
C -0.28997 2.85451 -0.30964
H -0.23703 2.59907 -1.32730
H 0.01575 4.24733 -0.19601
C 0.78297 2.18924 0.34540
H 1.74531 2.28919 0.33794
H 0.77575 2.58248 1.56886
H -2.52810 3.38714 -0.26239
H -1.68476 3.01275 1.43280
H -1.09023 0.90885 2.32818
C 4.06255 -0.30342 -0.09935
C 5.42739 -0.49689 0.21244
N 6.33689 0.58171 -0.20834
C 7.92045 0.35064 0.40832
H 8.03124 1.10469 1.18929
H 8.01651 -0.68970 0.95944
H 8.54042 0.58392 -0.47531
C 6.01196 1.79744 -0.80930
H 5.46314 1.56954 -1.70888
H 7.08511 2.16717 -1.34495
H 5.89729 2.55537 -0.30337
H 5.87638 -1.30943 0.83420
H 3.85423 0.50050 -0.55115
H -0.33808 -2.84891 1.62082
H 0.20537 -4.37879 0.41642
H -0.50057 -2.87655 -0.30524

---

No. 2
58
Properties=species:S:1:pos:R:3 method="wB97M-V/def2-TZVPD" total_charge=0 de_lowest_kcal_mol=14.3 smiles="Cc1cc(C(=O)N2CCCN(CCNC(=O)[C@@H]3CCS(=O)(=O)C3)CC2)[nH]c1C"
C -0.80270 -5.05410 2.12304
C -1.16412 -3.66924 2.56322
C -1.59145 -2.61168 1.72423
C -1.80156 -1.49552 2.51420
C -2.23260 -0.08343 2.38984
O -2.28422 0.58915 3.41974
N -2.55460 0.45418 1.18403
C -2.87891 1.87764 1.13191
C -1.66320 2.74276 0.82158
C -0.84726 2.31470 -0.40522
N -0.12064 1.04936 -0.29385
C 0.76280 0.97191 0.86884
C 2.00175 0.13741 0.56091
N 2.64372 0.65631 -0.63430
C 3.77404 1.39625 -0.57108
O 4.51299 1.42041 0.39690
C 4.10873 2.19040 -1.84390
C 5.25726 3.17132 -1.57037
C 4.68529 4.30550 -0.71813
S 2.97370 4.48493 -1.23833
O 2.10374 4.19101 -0.12400
O 2.78650 5.69844 -1.98922
C 2.95793 3.06793 -2.34360
C -0.87402 -0.16605 -0.57363
C -2.33507 -0.17467 -0.10360
N -1.50362 -1.86906 3.79700
C -1.12185 -3.16963 3.85029
C -0.72380 -3.81765 5.13230
H -0.95613 -5.78081 2.92138
H -1.41614 -5.36488 1.27673
H 0.24276 -5.12487 1.81419
H -1.72232 -2.69894 0.66007
H -3.64432 2.00486 0.36127
H -3.30812 2.16198 2.08863
H -1.99731 3.77275 0.66880
H -1.01023 2.75992 1.69724
H -1.49004 2.25806 -1.29017
H -0.11039 3.09761 -0.59678
H 1.09558 1.98690 1.09610
H 0.27024 0.57473 1.76518
H 2.71450 0.19872 1.38056
H 1.75032 -0.91524 0.41444
H 1.98824 0.84815 -1.37643
H 4.38862 1.46956 -2.61501
H 6.07228 2.67733 -1.04806
H 5.62930 3.55999 -2.51973
H 4.65863 4.03332 0.33462
H 5.17629 5.26479 -0.85949
H 3.15468 3.43931 -3.34845
H 1.95940 2.63650 -2.30029
H -0.88540 -0.36261 -1.65310
H -0.34091 -0.99752 -0.11323
H -2.72991 -1.18984 -0.11094
H -2.94180 0.38378 -0.81714
H -1.59578 -1.21534 4.55899
H -0.74427 -4.90136 5.03270
H 0.28710 -3.53168 5.43097
H -1.40200 -3.54299 5.94169

---

No. 3
52
Properties=species:S:1:pos:R:3 method="wB97M-V/def2-TZVPD" total_charge=+1 de_lowest_kcal_mol=12.0 smiles=CC(C)CC[C@H](CC[NH+]1CCCC1)c1ccc2c(c1)OCO2
C -5.01974 -1.69187 0.67918
H -5.24559 -2.42716 -0.08899
H -4.41811 -2.17222 1.44799
H -5.95595 -1.37104 1.12812
C -4.27350 -0.49876 0.08537
C -4.00222 0.53431 1.17633
H -4.92600 0.77163 1.69790
H -3.61297 1.46065 0.75998
H -3.29550 0.14138 1.90514
C -2.99073 -0.99193 -0.59640
C -2.21228 0.08898 -1.35909
H -2.89568 0.89061 -1.64333
H -1.81360 -0.33501 -2.28115
C -1.04773 0.69138 -0.55438
C -0.06632 -0.38269 -0.13617
C 0.21621 -0.58554 1.21428
C 1.11269 -1.56310 1.65311
C 1.71875 -2.33115 0.69024
C 1.44220 -2.13981 -0.67149
C 0.56556 -1.17802 -1.10591
H 0.35130 -1.07211 -2.15573
O 2.18134 -3.01065 -1.40634
C 2.87886 -3.81878 -0.47611
O 2.63318 -3.32541 0.82703
H 3.95606 -3.78009 -0.68909
H 2.52726 -4.85887 -0.55194
H 1.30597 -1.72263 2.69982
H -0.30113 0.00489 1.95695
H -1.46117 1.14598 0.34973
C -0.35838 1.79679 -1.37611
C 0.61058 2.64103 -0.55130
N 1.72865 1.83580 -0.01664
C 2.49324 2.46048 1.08293
H 1.88237 2.54782 1.98027
C 3.69545 1.53425 1.26055
H 4.57154 2.08782 1.58775
H 3.48490 0.77202 2.00913
C 3.89943 0.88940 -0.12496
H 4.87123 1.13057 -0.54787
H 3.82783 -0.19468 -0.05552
C 2.77125 1.45101 -0.99170
H 2.38599 0.72358 -1.70405
H 3.09033 2.34731 -1.52718
H 2.80368 3.45795 0.76469
H 1.29492 0.94941 0.33683
H 0.07831 3.07540 0.29852
H 1.02088 3.45615 -1.15239
H -1.12391 2.46985 -1.76407
H 0.15173 1.36231 -2.23594
H -2.34356 -1.45632 0.15063
H -3.27617 -1.77338 -1.30207
H -4.91144 -0.03758 -0.67654

---

No. 4
54
Properties=species:S:1:pos:R:3 method="wB97M-V/def2-TZVPD" total_charge=0 multiplicity=2
C 1.33701 1.98442 3.04724
O 1.73915 0.77108 2.48310
C 2.00017 0.86009 1.10069
C 3.25275 1.67938 0.81144
C 3.79903 1.43864 -0.61094
C 3.38005 2.53850 -1.53330
C 3.94815 3.74451 -1.51310
C 3.44584 4.77009 -2.45594
O 4.15983 5.60009 -2.99688
C 1.99448 4.65781 -2.75836
C 1.42785 3.45788 -2.80423
C 2.28216 2.27904 -2.50636
O 2.12380 1.19173 -3.02675
H 2.15188 2.69979 3.13945
H 0.98010 1.78225 4.04552
H 0.54348 2.46254 2.47290
H 2.12218 -0.14060 0.71358
H 1.14885 1.30294 0.58634
H 2.98798 2.72420 0.90175
H 4.00839 1.49172 1.56113
H 4.87682 1.39465 -0.57182
H 3.44767 0.48967 -0.99399
H 4.74982 3.96877 -0.83189
H 1.42931 5.55043 -2.96002
H 0.39539 3.30796 -3.05374
C -4.04407 -1.66158 -0.68118
C -2.51007 -1.65258 -0.91285
C -2.01182 -3.05278 -1.27279
C -1.99135 -4.02125 -0.09202
C -1.22239 -3.42330 1.08473
C -1.73320 -2.04144 1.48875
N -1.79812 -1.14174 0.29796
O -0.62591 -0.69993 -0.01674
C -3.11206 -2.16947 2.16380
C -0.80609 -1.43446 2.53420
C -2.24892 -0.71693 -2.08792
H -4.43263 -2.65386 -0.45165
H -4.32972 -0.98854 0.12566
H -4.57216 -1.31530 -1.56822
H -0.99830 -2.97981 -1.67970
H -2.63696 -3.45558 -2.07237
H -3.01004 -4.28002 0.20967
H -1.52067 -4.95724 -0.39818
H -1.27934 -4.09003 1.94722
H -0.16388 -3.35261 0.81478
H -3.53570 -1.18511 2.36682
H -3.00527 -2.68653 3.11687
H -3.83512 -2.73834 1.58385
H 0.22682 -1.38800 2.20053
H -0.83304 -2.04357 3.43730
H -1.12040 -0.42336 2.79718
H -2.56350 0.30191 -1.85549
H -2.81883 -1.06109 -2.94995
H -1.19938 -0.69502 -2.37607

---

For the records above, the corresponding DFT total energy values read -45152.426, -45176.598, -25769.199, -29866.185 eV.